{"formula": "C51H126N4O14", "method": "wB97M-V/def2-TZVPD", "e_tot_ev": -89510.0361, "e_homo_ev": -7.6, "multiplicity": 1, "symbols": ["C", "C", "C", "C", "C", "C", "N", "O", "C", "C", "C", "H", "H", "H", "H", "H", "H", "H", "H", "H", "H", "H", "H", "H", "H", "H", "H", "H", "H", "H", "C", "C", "C", "C", "C", "C", "N", "O", "C", "C", "C", "H", "H", "H", "H", "H", "H", "H", "H", "H", "H", "H", "H", "H", "H", "H", "H", "H", "H", "H", "C", "C", "C", "C", "C", "C", "N", "O", "C", "C", "C", "H", "H", "H", "H", "H", "H", "H", "H", "H", "H", "H", "H", "H", "H", "H", "H", "H", "H", "H", "C", "C", "C", "C", "C", "C", "N", "O", "C", "C", "C", "H", "H", "H", "H", "H", "H", "H", "H", "H", "H", "H", "H", "H", "H", "H", "H", "H", "H", "H", "O", "H", "H", "O", "H", "H", "O", "H", "H", "O", "H", "H", "O", "H", "H", "C", "C", "C", "O", "H", "H", "H", "H", "H", "H", "H", "H", "C", "C", "C", "O", "H", "H", "H", "H", "H", "H", "H", "H", "C", "C", "C", "O", "H", "H", "H", "H", "H", "H", "H", "H", "C", "C", "C", "O", "H", "H", "H", "H", "H", "H", "H", "H", "C", "C", "C", "O", "H", "H", "H", "H", "H", "H", "H", "H"], "xyz": [[2.968406, -1.694731, -3.264984], [3.113776, -0.196341, -3.351044], [4.212526, 0.207719, -2.410644], [4.753666, 1.613809, -2.695634], [5.203266, 1.686569, -4.198764], [4.094126, 1.201679, -5.239744], [3.420396, -0.049821, -4.808074], [2.472836, -0.566471, -5.694744], [3.056266, 2.368259, -5.483614], [4.853586, 0.899139, -6.579564], [1.719026, 0.454199, -2.908644], [2.933086, -2.163721, -2.281674], [3.772176, -2.202241, -3.798354], [2.045436, -2.055371, -3.719034], [3.971506, 0.100629, -1.353034], [5.035216, -0.506341, -2.373354], [5.576396, 1.865889, -2.026544], [3.960956, 2.346069, -2.542314], [6.151246, 1.161989, -4.318184], [5.383596, 2.748239, -4.367404], [3.535676, 3.304309, -5.770084], [2.350296, 2.173249, -6.290884], [2.536706, 2.510919, -4.536084], [5.778046, 0.364109, -6.362274], [4.369226, 0.259739, -7.317584], [5.268376, 1.790879, -7.049494], [1.281576, -0.121401, -2.092904], [1.039106, 0.595429, -3.748794], [1.934056, 1.475309, -2.593684], [2.931566, -1.325801, -6.061614], [-3.034104, 1.942529, 0.941776], [-2.323914, 0.504909, 0.800856], [-3.025464, -0.291631, -0.344604], [-2.278334, -1.506941, -0.801334], [-0.813834, -1.081741, -1.152134], [-0.009454, -0.297531, -0.050334], [-0.889684, 0.805479, 0.473006], [-0.337194, 1.775909, 1.282006], [0.366646, -1.219191, 1.106636], [1.186576, 0.394589, -0.698164], [-2.485564, -0.376841, 2.078266], [-2.803264, 2.605099, 1.775926], [-4.112884, 1.828889, 0.834916], [-2.908444, 2.531709, 0.033376], [-4.023144, -0.644961, -0.084054], [-3.150384, 0.347249, -1.218874], [-2.693654, -1.957631, -1.702714], [-2.312274, -2.296741, -0.050894], [-0.869234, -0.483341, -2.061494], [-0.269944, -1.994471, -1.395464], [0.516096, -0.709871, 2.058666], [-0.140044, -2.167051, 1.288046], [1.391676, -1.587611, 1.065606], [1.871906, -0.250821, -1.247584], [1.002096, 1.181199, -1.429814], [1.801126, 0.687289, 0.153156], [-1.869864, -0.049231, 2.915926], [-2.266554, -1.433401, 1.923916], [-3.491874, -0.333751, 2.494906], [-0.341974, 1.384799, 2.158716], [-0.801194, 1.490619, 5.547486], [-0.539584, 2.217209, 4.175836], [0.117056, 3.592039, 4.482556], [1.626296, 3.565509, 4.754586], [2.252726, 2.894249, 3.583616], [1.753126, 1.468339, 3.259016], [0.309356, 1.429699, 3.235476], [-0.273824, 0.285169, 2.814196], [2.248436, 1.165699, 1.829026], [2.287166, 0.436659, 4.273276], [-1.887154, 2.600889, 3.504266], [-0.886344, 0.437039, 5.281336], [-1.778754, 1.808879, 5.909706], [-0.047834, 1.691319, 6.309236], [-0.090194, 4.264159, 3.649856], [-0.384334, 4.063479, 5.327806], [1.864286, 3.069829, 5.695736], [1.966546, 4.598389, 4.680416], [3.326806, 2.848369, 3.763466], [2.111106, 3.616829, 2.779926], [1.860356, 1.824919, 1.052556], [3.331786, 1.284909, 1.813526], [2.023146, 0.162379, 1.467506], [3.310306, 0.714319, 4.526646], [1.775326, 0.592469, 5.222936], [2.247166, -0.591471, 3.913476], [-2.377434, 3.299579, 4.182176], [-2.551134, 1.742189, 3.404956], [-1.822564, 3.012289, 2.496956], [-0.349114, -0.260261, 3.600606], [6.252896, -3.333901, -2.311844], [5.646166, -3.005641, -0.875974], [5.664836, -1.487191, -0.802964], [4.629976, -0.883781, 0.120286], [3.210366, -1.334201, -0.253664], [3.096576, -2.904461, -0.191634], [4.249916, -3.529321, -0.936764], [4.130556, -4.930111, -1.183274], [3.030336, -3.366381, 1.269006], [1.803716, -3.180991, -0.899414], [6.445006, -3.706351, 0.236936], [5.528506, -3.089021, -3.088624], [6.324246, -4.418241, -2.396834], [7.166656, -2.792811, -2.557524], [6.634446, -1.143291, -0.442854], [5.603436, -1.071491, -1.808714], [4.728596, 0.200959, 0.078786], [4.911266, -1.277171, 1.097126], [2.848006, -1.003841, -1.227144], [2.519086, -0.919101, 0.479776], [3.880346, -3.079981, 1.888326], [2.088676, -3.172401, 1.782586], [3.105196, -4.453801, 1.272526], [0.974766, -2.684841, -0.394684], [1.784996, -2.944451, -1.963274], [1.458906, -4.209301, -0.790834], [6.311926, -4.783741, 0.138846], [6.115216, -3.594741, 1.269836], [7.515016, -3.499701, 0.215106], [4.187016, -4.941101, -2.141544], [-2.913874, 2.611129, -2.302984], [-2.714854, 3.468499, -2.679204], [-2.080394, 2.307589, -1.943244], [0.540356, 3.470459, 0.720546], [0.366416, 2.545429, 0.894576], [0.067566, 3.937329, 1.409556], [-4.799294, 3.266549, 0.153746], [-4.006044, 3.757719, 0.367606], [-5.498164, 3.723999, 0.621226], [-1.013004, 2.317049, -1.458084], [-1.050264, 1.699649, -0.727574], [-0.156814, 2.736719, -1.374194], [-3.989074, 3.407049, 2.669406], [-4.844424, 3.818079, 2.544296], [-3.422154, 3.832029, 2.025806], [2.504286, 3.019389, -0.986974], [1.558366, 3.922949, -1.763864], [1.641556, 3.693569, -3.231794], [0.270056, 3.766909, -1.140084], [2.404006, 3.330999, 0.052706], [3.528536, 3.283599, -1.250034], [2.324226, 1.949509, -1.092034], [1.910376, 4.915039, -1.481154], [1.354026, 2.669519, -3.470024], [2.665586, 3.839979, -3.575324], [0.979376, 4.374129, -3.767004], [0.558836, 3.765049, -0.224554], [-3.488634, -5.059071, 1.137446], [-4.020964, -3.925431, 0.263846], [-3.042024, -3.518561, -0.889284], [-5.337644, -4.184321, -0.256904], [-4.189904, -5.443891, 1.877876], [-2.563184, -4.812401, 1.657846], [-3.096234, -5.867501, 0.520556], [-4.083424, -3.064381, 0.929266], [-2.923584, -4.375531, -1.552354], [-2.047004, -3.220241, -0.559044], [-3.442674, -2.754511, -1.555474], [-5.639194, -3.407751, -0.733974], [-3.999164, -2.371501, 3.300456], [-3.264594, -3.123321, 4.404476], [-3.712134, -2.657611, 5.822556], [-3.529194, -4.435201, 4.065876], [-4.980384, -2.784801, 3.066996], [-3.476064, -2.417421, 2.345286], [-4.096484, -1.293111, 3.425796], [-2.198684, -2.902211, 4.349376], [-4.689574, -3.030031, 6.129126], [-3.792334, -1.571761, 5.873526], [-2.961984, -3.070541, 6.496986], [-4.479434, -4.565721, 4.105906], [-4.707674, 0.987979, -4.179604], [-4.674604, -0.380431, -3.528784], [-3.211964, -0.823431, -3.342714], [-5.398214, -0.145841, -2.294634], [-5.672224, 1.477129, -4.043704], [-4.478664, 1.074409, -5.241764], [-4.004764, 1.636079, -3.656164], [-5.204694, -1.088501, -4.165764], [-2.701914, -1.076301, -4.272244], [-3.104774, -1.768991, -2.811184], [-2.631994, -0.062601, -2.820364], [-5.089094, 0.648089, -1.852234], [-5.380054, -0.733381, 1.099646], [-5.348384, 0.484239, 2.035096], [-6.575394, 1.397459, 1.740986], [-5.451764, 0.067299, 3.320606], [-6.392054, -1.108011, 0.945976], [-4.798154, -1.590241, 1.439176], [-4.893774, -0.503921, 0.151496], [-4.444164, 1.092849, 2.026446], [-6.569584, 2.325269, 2.313016], [-7.559314, 0.933739, 1.811486], [-6.479564, 1.734149, 0.708726], [-6.233244, -0.488111, 3.369686]], "forces_ev_per_angstrom": [[-0.34, -1.66, -0.07], [-2.56, -1.01, -1.25], [0.82, 2.23, -0.90], [-0.37, -0.77, -1.64], [-1.28, -0.06, 0.89], [-0.16, 0.56, -1.55], [3.04, 1.51, 1.47], [-0.32, 0.69, 0.30], [0.69, -0.94, 0.39], [0.85, -0.19, 0.70], [1.76, -0.48, -5.45], [0.92, 0.94, -1.23], [0.20, 0.17, -0.10], [-0.18, 0.28, -0.34], [-0.69, 1.20, -1.57], [-1.90, 2.05, -3.02], [0.12, 0.07, 0.00], [0.41, -0.31, -0.29], [-0.13, -0.24, -0.19], [0.14, -0.01, -0.52], [0.32, 0.04, 0.18], [-0.06, -0.48, 0.13], [0.34, -0.37, -1.32], [0.03, -0.38, 0.38], [-0.58, 0.42, 0.11], [-0.59, 0.33, -0.12], [-0.60, -0.12, -5.49], [0.10, -0.38, -0.54], [0.12, -0.92, -0.10], [-0.07, -0.17, -0.10], [1.22, -2.16, -2.08], [-0.19, 0.88, 0.91], [1.50, 0.97, -1.14], [3.74, 5.72, 1.44], [-0.73, -0.04, 0.79], [-1.29, -0.08, 0.15], [-2.16, -2.28, -2.40], [-5.47, -5.61, -2.84], [2.42, -1.80, 0.44], [-0.36, 0.15, 4.98], [-0.56, 0.79, 0.42], [-0.01, -2.82, -2.13], [1.51, -0.37, 0.32], [1.20, -0.72, -0.37], [4.52, 0.23, -1.06], [0.03, 0.46, 0.44], [2.66, 2.98, 2.08], [0.40, 4.16, 1.17], [0.13, 0.13, 0.05], [0.14, 0.25, -0.14], [-0.22, -1.50, -1.86], [-0.87, 0.23, -0.33], [-0.76, -0.23, -0.65], [-1.19, 0.53, 3.58], [-1.52, -0.27, 2.32], [-0.81, 0.23, -1.92], [-1.77, -0.43, -0.73], [0.36, 0.48, -0.41], [0.92, 0.28, -1.00], [-0.47, 2.65, -2.14], [-0.35, 0.27, -1.58], [0.10, 0.98, 0.87], [0.38, -0.21, 0.21], [-1.23, 0.03, -0.32], [0.57, -0.28, -0.01], [0.74, -0.36, -0.64], [2.08, 3.63, 6.69], [1.28, -1.29, 5.69], [0.89, 0.21, 1.20], [0.43, 1.10, 0.18], [1.01, -0.88, 1.91], [0.01, -0.33, 0.71], [0.06, -0.05, 0.14], [0.07, -0.24, -0.19], [0.19, 0.07, -0.26], [-0.31, -0.27, 0.08], [0.05, 0.29, 0.17], [0.17, 0.02, 0.85], [0.15, -0.26, -0.27], [-0.04, -0.57, -0.60], [0.59, 0.22, 1.41], [0.19, -0.10, 0.05], [0.31, 0.47, 1.52], [0.29, -0.39, -0.29], [-0.31, -0.45, 0.00], [-0.09, 0.01, 0.12], [0.14, -0.07, -0.09], [0.12, 0.08, 0.26], [1.44, 0.30, 1.23], [-0.17, -0.85, 0.45], [-0.80, -0.55, 0.88], [0.02, -1.07, -0.93], [0.89, -0.40, 0.82], [-0.08, -0.76, -0.29], [1.56, -1.97, 1.57], [1.07, 0.54, 0.10], [-0.68, 1.86, -0.02], [0.28, 0.89, 0.67], [0.25, -1.27, 0.08], [-1.70, -1.71, 0.34], [0.05, -0.75, 0.04], [-0.16, 0.44, 0.20], [0.77, -0.03, 0.01], [0.20, -0.31, 0.33], [0.35, -0.34, 0.09], [1.62, -2.16, 2.14], [0.10, 0.03, 0.68], [-0.38, 0.38, 0.43], [1.45, -1.12, 1.31], [1.06, -0.68, -0.65], [-0.06, 0.52, -0.09], [0.09, 0.32, -0.06], [-0.08, -0.25, -0.17], [0.67, 0.15, -0.28], [-0.42, -0.44, 0.77], [0.48, -0.48, -0.14], [0.19, -0.15, -0.47], [-0.31, 0.86, -0.03], [0.02, 0.14, -0.18], [-0.23, -0.31, -0.21], [-6.31, 1.19, -2.47], [0.00, 0.11, -0.04], [1.11, -0.11, -0.07], [3.70, 5.37, 11.66], [0.21, -1.38, -0.30], [-0.09, 0.26, 0.08], [-2.13, 1.95, -1.07], [-0.06, 0.19, -0.67], [-0.50, 0.27, -0.22], [-1.36, -5.68, -0.43], [-0.28, -1.09, 0.58], [0.85, 0.40, -0.65], [-2.08, 1.97, 1.72], [-0.34, 0.11, 0.24], [-0.35, 0.71, 0.29], [1.26, 0.96, 0.48], [0.19, 0.34, 1.36], [-0.87, 0.59, 0.07], [4.37, 7.30, -11.21], [0.40, -0.36, -0.20], [-0.10, -0.08, 0.14], [0.77, 1.18, 0.24], [0.03, 0.53, -0.51], [-0.41, 0.74, -0.01], [-0.20, 0.38, 0.33], [0.02, 0.02, -0.15], [-0.03, 2.16, -1.33], [0.45, -0.59, -0.90], [0.76, 0.78, -0.44], [-2.37, -7.09, -1.00], [0.64, -0.57, 0.50], [-0.03, 0.14, -0.27], [-0.24, 0.76, 0.26], [-0.62, -0.39, -0.31], [-0.18, -0.13, -0.32], [-0.31, -0.85, -0.03], [-0.42, -3.66, -1.10], [-1.91, -2.68, 1.13], [0.08, 0.19, -0.08], [0.52, 0.78, 0.05], [-1.88, 2.20, -0.46], [0.36, -0.81, -0.58], [0.92, -2.16, 1.14], [-0.26, -0.21, 0.58], [0.00, -0.82, 0.79], [-0.29, -1.12, 0.93], [0.19, -0.45, -0.22], [-0.08, -0.26, -0.23], [0.41, 0.02, 0.02], [-0.17, 0.32, 0.45], [-0.08, 0.00, 0.01], [0.16, 0.95, -0.60], [0.45, 1.64, -0.24], [-0.50, -0.39, -0.73], [-0.12, -1.91, 0.03], [-0.28, -0.33, -0.04], [0.15, -0.50, -0.13], [0.10, -0.04, -0.01], [-0.35, -0.27, 0.60], [-0.27, 0.53, -0.48], [-0.90, 0.59, -1.41], [-0.14, -0.10, -0.45], [0.36, 0.35, -0.40], [-0.96, 0.04, 0.15], [-2.20, 0.79, -1.27], [0.86, 0.43, -1.26], [-0.56, -0.43, 3.11], [-0.28, 0.21, 0.05], [-0.30, 0.67, 0.17], [-4.73, 0.59, 1.15], [-1.00, -0.71, -0.02], [0.03, -0.19, 0.48], [0.16, -0.35, 0.30], [-0.22, -0.11, -0.24], [-0.14, -0.19, 0.36]], "mulliken_charge": [-1.8155, 0.9560, 0.9212, 0.1251, -1.8568, 1.4254, 1.0659, -0.4736, -1.7353, -1.8730, 0.1034, 0.1231, 0.5334, 0.6578, -1.1743, 0.3738, 0.7491, -1.1935, 0.3583, 0.6232, 0.4108, 0.3894, 0.2170, 0.3954, 0.2962, 0.4012, 0.1546, 0.9561, -1.9636, 0.3642, -3.1380, 2.8329, -0.2181, -1.1635, -1.7582, 3.5548, -0.1313, 0.5873, -0.8043, -0.2632, -0.8749, -2.7152, 0.9701, 1.9542, -0.6248, -0.8319, -1.5576, -0.3532, 0.5470, 0.3997, -0.8822, -0.0313, 0.6865, 0.2847, 2.5198, -0.5675, -0.0154, 0.5084, 0.3811, -0.8046, -1.3934, 1.8192, -1.3951, -1.0548, -1.0338, 1.9357, 0.3487, -0.5456, -0.7348, -1.9101, -1.4168, 0.2483, 0.4715, 0.4251, 0.4806, 0.4022, 0.3664, 0.5849, 0.6637, 0.0210, -1.1650, 1.1024, -0.4403, 0.5119, 0.3370, 0.2356, 1.0006, 0.4523, 0.7181, 0.6926, -1.7724, 1.2359, -0.1299, -1.7157, 0.4331, -1.3322, 1.4589, -0.5861, -1.5196, -0.2993, -1.9446, 0.3378, 0.4863, 0.3399, 0.8852, -0.1198, 0.7261, 0.8244, -1.6595, -1.0674, 0.2870, 0.2365, 0.5180, 0.0802, 0.0516, 0.7814, 0.4099, 0.2610, 0.4675, 0.3469, -0.6577, 0.2734, 0.7097, -0.2527, -0.8730, 0.2919, -0.6212, 0.4133, 0.3171, -1.1646, -0.4397, -0.1486, -0.3939, 0.3615, 0.7491, -0.9256, 0.6514, -1.4813, -0.6069, 0.3229, 1.0587, -0.8816, 0.4549, 0.3603, 0.5963, 0.4331, 1.1384, -1.6933, 1.5285, -0.6641, -0.7355, 0.3100, 0.2904, 0.4433, -0.2919, 0.4969, 0.2488, 0.3762, 0.3712, 0.6843, 0.2966, -1.7333, -0.5959, 0.6818, -1.4918, -0.3526, 0.1526, 0.3424, 0.3329, 0.4644, 0.4622, -1.3148, 0.2932, 0.5044, -0.5889, 0.3070, 0.3978, 0.2242, 0.5383, 0.5296, 0.3590, -0.4699, 0.2371, 0.3849, 0.9294, -1.8051, -0.5368, 0.6616, -0.1460, 0.6468, -0.0749, 0.3043, 0.4606, 0.2782, 0.5153]}